(1)
DFT (wB97M-V/def2-TZVPD) results for a single C17H11ClF3NO3 molecule.

Values from the calculation:
**Orbital gap**: 0.32320 Ha
**SMILES**: Cc1ccc2c(Cn3cc(C(F)(F)F)cc(Cl)c3=O)cc(=O)oc2c1
**Charge**: 0
**HOMO energy**: -9.04 eV

```
36
Properties=species:S:1:pos:R:3:forces:R:3
Cl -2.487 4.031 -3.275 0.0 0.2 -0.1
F -3.397 -2.218 -2.914 0.2 -0.1 0.2
F -3.307 -1.112 -4.759 0.1 0.2 -0.2
F -5.002 -0.895 -3.460 -0.1 0.2 0.0
O -1.206 3.137 -0.767 0.1 0.2 0.0
O 2.897 -1.026 -0.249 0.3 -0.1 -0.1
O 2.631 -1.026 -2.443 -0.1 0.1 0.4
N -1.740 0.935 -0.934 0.0 0.2 0.0
C 0.842 -0.182 -1.158 -0.3 0.2 0.4
C -3.047 1.405 -3.321 0.3 0.3 0.4
C 1.637 -0.264 3.590 0.0 0.0 0.0
C -1.747 2.260 -1.403 -0.1 0.0 0.0
C 0.353 0.085 0.070 0.0 0.0 -0.6
C 0.791 0.038 2.551 0.1 -0.1 -0.2
C 2.160 -0.762 -1.368 0.0 0.0 -0.6
C -3.663 -1.028 -3.470 -0.1 -0.1 0.1
C 2.439 -0.759 0.993 -0.5 0.2 0.8
C 3.800 -1.137 4.509 0.0 0.0 0.0
C -2.325 -0.088 -1.585 -0.6 -0.3 -0.7
C 2.900 -0.821 3.359 -0.2 0.1 -0.2
C -2.454 2.434 -2.664 -0.2 -0.3 -0.3
C 1.170 -0.204 1.224 0.5 -0.2 0.0
C -2.983 0.105 -2.762 0.1 -0.4 0.3
C -1.014 0.683 0.292 0.3 0.1 0.3
C 3.288 -1.063 2.056 -0.1 0.0 -0.2
H -0.173 0.472 2.763 -0.1 0.1 0.0
H -2.244 -1.064 -1.129 0.0 0.0 0.0
H 4.728 -1.584 4.168 0.1 0.0 0.0
H -1.605 0.020 0.931 0.0 0.1 0.0
H 3.308 -1.825 5.195 0.0 -0.1 0.1
H 0.293 0.018 -2.065 0.0 0.0 -0.1
H -3.560 1.565 -4.257 0.0 0.1 -0.1
H -0.896 1.654 0.787 -0.1 -0.2 0.0
H 1.327 -0.069 4.606 0.0 0.0 0.1
H 4.032 -0.228 5.063 0.1 0.0 0.1
H 4.253 -1.488 1.829 0.1 -0.1 0.0
```
Forces are in eV/Å.

***

(2)
DFT (wB97M-V/def2-TZVPD) results for a molecular structure, C17H14N4O3Re.

Values from the calculation:
**ΔE to the lowest compared entry with this formula, charge and spin**: 0.0 kJ/mol
**Orbital gap (spin up / spin down)**: 0.19926 / 0.23611 Ha
**<S²>**: 3.79
**Charge**: 0
**HOMO energy (spin up / spin down)**: -6.47 / -8.08 eV
**Multiplicity**: 4

```
39
Properties=species:S:1:pos:R:3:forces:R:3
Re -0.208 0.158 0.014 -0.3 0.5 -0.1
O -0.780 -1.411 -1.125 -0.2 -0.4 -0.2
O 1.635 -0.525 -0.295 0.1 -0.1 -0.1
O 5.290 -1.990 -2.725 0.1 0.0 -0.1
N -1.374 1.443 -0.402 0.0 -0.2 -0.3
N 0.983 1.344 4.010 0.0 0.4 0.5
N 0.328 1.036 1.703 0.3 0.0 0.4
N 2.149 0.052 5.769 0.0 0.1 -0.1
C 1.880 -3.253 -2.730 -0.1 0.0 0.0
C -0.954 -3.568 -2.011 0.0 -0.1 -0.1
C 3.985 -2.152 -2.469 0.0 -0.1 -0.1
C -1.141 3.684 -1.265 0.1 -0.1 0.0
C -1.729 4.829 -1.770 0.0 0.0 0.0
C -3.897 3.838 -1.532 0.0 0.0 0.0
C -0.133 -2.379 -1.633 -0.1 0.2 0.0
C -3.327 2.680 -1.032 -0.1 0.0 0.0
C -3.110 4.919 -1.908 0.1 0.0 0.0
C 3.431 -1.259 -1.573 0.1 0.1 0.1
C 1.626 0.638 4.921 -0.1 -0.3 -0.3
C -1.936 2.585 -0.892 0.2 -0.1 0.2
C 5.909 -2.835 -3.692 0.0 0.0 0.1
C 1.268 -2.326 -1.857 0.0 0.0 0.0
C 2.087 -1.334 -1.238 -0.2 0.1 0.2
C 3.204 -3.178 -3.050 0.1 0.0 0.0
C 0.682 1.113 2.826 0.1 -0.1 -0.1
H -3.565 5.819 -2.300 0.0 0.0 0.0
H 6.924 -2.469 -3.802 0.0 0.0 0.0
H -0.067 3.606 -1.142 0.0 0.1 0.0
H -3.939 1.836 -0.738 0.0 0.0 0.0
H 5.397 -2.776 -4.653 0.0 0.0 0.0
H 1.278 -4.030 -3.182 0.0 0.0 0.0
H -0.469 -4.492 -1.699 0.0 0.0 0.0
H 5.933 -3.870 -3.349 0.0 0.0 0.0
H -1.102 5.667 -2.052 0.0 0.0 0.0
H -4.974 3.896 -1.632 0.0 0.0 0.0
H -1.934 -3.486 -1.548 0.0 0.0 0.0
H 3.635 -3.897 -3.730 0.0 0.0 0.0
H 4.048 -0.504 -1.105 0.0 0.0 0.0
H -1.089 -3.602 -3.095 0.0 0.0 0.0
```
Forces are in eV/Å.

***

(3)
DFT (wB97M-V/def2-TZVPD) results for 2 unconnected molecules or ions with the total composition C4H7NO2.

Values from the calculation:
**ΔE to the lowest compared entry with this formula, charge and spin**: 264.7 kJ/mol
**Orbital gap**: 0.34579 Ha
**SMILES**: C=NC=O.C=CO
**Charge**: 0
**HOMO energy**: -8.96 eV

```
14
Properties=species:S:1:pos:R:3:forces:R:3
O -1.545 -1.121 -0.577 -0.2 0.5 -0.1
O 0.015 0.146 1.950 -0.1 -0.2 -0.1
N -1.161 1.146 -0.627 0.3 0.0 -0.1
C 1.222 -1.271 0.437 0.0 0.1 0.1
C 1.098 -0.189 1.203 0.3 -0.1 -0.1
C 0.056 1.373 -0.891 -0.2 0.0 0.0
C -1.820 -0.017 -0.994 -0.1 -0.3 0.0
H 0.429 -2.007 0.371 0.2 0.1 0.0
H 1.868 0.576 1.270 0.0 -0.2 0.1
H 0.674 0.741 -1.534 -0.2 0.1 0.0
H -0.741 -0.369 1.629 0.1 0.0 0.1
H -2.719 0.155 -1.605 0.1 0.1 -0.1
H 0.535 2.242 -0.434 -0.1 -0.1 -0.1
H 2.090 -1.403 -0.198 0.1 0.0 0.2
```
Forces are in eV/Å.

***

(4)
DFT (wB97M-V/def2-TZVPD) results for a molecular structure, C20H51NO15P2Pb at a distorted geometry.

Values from the calculation:
**Orbital gap (spin up / spin down)**: 0.16654 / 0.09846 Ha
**<S²>**: 0.76
**Charge**: +3
**HOMO energy (spin up / spin down)**: -15.62 / -15.62 eV
**Multiplicity**: 2

```
90
Properties=species:S:1:pos:R:3:forces:R:3
Pb -4.964 -0.844 -0.179 3.6 1.2 -1.4
P 4.521 1.224 0.131 1.3 3.7 -0.7
P -3.464 1.053 -3.303 -1.1 1.9 -4.0
O -2.113 -1.404 4.709 -3.0 -1.9 -2.9
O 3.058 -6.698 0.889 -0.1 4.2 -1.8
O -4.812 1.519 -4.122 3.0 -0.2 1.9
O 4.703 0.060 -1.002 0.8 1.4 1.0
O -2.360 -1.353 6.895 -0.2 0.2 0.6
O -3.531 -2.826 5.610 1.4 2.4 -1.6
O 2.481 -4.489 0.309 3.8 -0.6 -1.6
O -3.783 0.071 -2.202 -0.2 -0.2 0.7
O 5.787 2.229 -0.113 -4.4 -4.5 -2.5
O 4.412 0.583 1.475 -0.3 0.0 -1.0
O 4.166 -5.540 -0.777 -4.1 3.4 1.7
O 3.278 2.096 -0.437 1.6 -1.0 0.7
O -2.412 0.631 -4.485 -3.4 -0.2 2.5
O -2.877 2.485 -2.936 0.9 -1.3 -0.2
O -2.602 -0.164 0.711 -3.3 -1.2 0.5
N -3.918 0.503 3.167 -0.6 -0.3 -0.6
C -2.262 4.080 -1.149 1.3 0.8 -0.9
C -3.177 3.079 -1.699 -1.8 -0.8 1.5
C -6.143 1.067 -3.863 -0.2 -1.2 -1.7
C 6.356 3.145 0.752 1.1 -0.4 2.5
C -4.187 -3.309 6.735 -1.0 -1.8 1.0
C -1.347 0.067 0.164 1.0 -0.8 -1.1
C 3.821 -1.019 -1.087 -1.3 -1.1 -1.1
C 5.153 -6.460 -0.997 1.7 -1.1 0.5
C 2.216 3.591 1.318 0.6 0.4 -0.7
C -1.127 0.149 -4.147 2.0 0.8 0.5
C 3.200 -5.637 0.236 1.6 -4.3 0.2
C -7.086 2.035 -4.549 0.1 0.3 0.8
C 1.477 -4.364 1.219 -2.5 -0.5 0.6
C -0.399 -1.149 -0.120 -0.5 0.5 0.2
C 2.095 2.414 0.312 -1.1 0.2 1.5
C 3.018 -0.856 -2.451 -0.2 1.2 0.1
C 7.861 2.997 0.472 -1.3 1.6 0.6
C -2.673 -1.818 5.844 0.9 -0.3 0.9
C -0.188 1.386 -4.294 0.5 -0.2 -1.1
C -0.996 -0.668 4.534 2.6 2.0 1.5
H 1.735 1.488 0.762 0.0 0.0 0.2
H 7.976 3.207 -0.591 0.5 0.0 0.1
H -0.396 2.248 -3.660 -0.1 -0.7 0.9
H 0.189 -1.405 0.762 -0.2 -0.4 0.0
H -2.763 4.518 -0.285 0.3 0.1 0.0
H 0.298 -0.866 -0.909 0.2 0.4 0.1
H 4.820 -7.461 -0.726 0.2 -0.1 -0.5
H -6.412 0.966 -2.812 0.3 0.1 0.3
H 2.045 -1.345 -2.394 0.4 -0.6 0.1
H -8.108 1.657 -4.582 0.1 -0.1 0.0
H 1.329 2.782 -0.371 0.3 -0.5 -0.5
H -3.202 2.268 -0.971 -0.4 -0.2 0.3
H 0.642 -4.817 0.686 -0.7 -0.1 0.7
H 8.272 3.792 1.094 0.8 -0.1 -0.3
H -4.157 3.554 -1.751 -0.3 -0.2 -0.2
H 3.509 -1.008 -3.412 0.5 -0.9 0.5
H -2.090 4.831 -1.920 0.1 0.4 0.3
H -1.401 0.533 -0.820 -0.4 0.6 0.0
H -3.767 -2.958 7.678 0.0 -0.1 -0.2
H -0.090 -1.179 4.860 0.0 -0.3 -0.1
H 1.601 -4.834 2.195 0.4 -0.1 -0.2
H -0.281 1.932 -5.233 -0.5 -0.7 -0.6
H -0.957 -0.798 -4.659 0.3 0.7 -1.3
H 2.742 0.191 -2.576 0.0 0.3 0.6
H -0.979 -0.293 -3.162 -0.8 0.7 0.9
H 6.034 -6.193 -0.414 0.0 -0.2 0.5
H -3.295 -0.108 2.659 2.3 -0.4 0.1
H 8.240 2.016 0.758 -0.1 0.2 -0.1
H -6.109 0.086 -4.337 -0.8 -0.3 0.2
H -3.830 0.637 4.165 0.5 -0.4 0.5
H -4.746 -0.039 2.968 -1.2 0.7 0.5
H 4.403 -1.941 -1.082 0.2 0.0 -0.3
H -3.853 1.390 2.687 -0.4 0.5 -0.2
H -0.828 -0.315 3.517 -0.6 -0.6 -0.3
H 5.522 -6.284 -2.008 -0.6 -0.6 -0.2
H 5.850 4.110 0.726 0.5 0.3 -0.9
H -5.259 -3.120 6.677 0.1 0.4 0.0
H -6.775 2.330 -5.552 0.1 -0.2 0.1
H -1.012 0.239 5.139 -0.1 0.2 0.3
H 3.094 3.684 1.957 0.3 -0.6 -0.3
H -4.070 -4.383 6.597 -0.1 -0.1 0.7
H 3.153 -1.077 -0.227 -0.1 0.3 -0.1
H -0.816 0.716 0.861 0.1 0.4 -0.1
H -0.899 -2.002 -0.579 -0.3 -0.2 0.5
H 2.204 4.470 0.673 0.1 0.3 0.3
H 6.084 2.795 1.748 0.5 0.0 0.5
H -7.062 2.903 -3.892 -0.3 0.4 -0.4
H -1.291 3.657 -0.891 0.0 0.0 0.2
H 1.400 3.710 2.031 -0.4 -0.5 -0.4
H 1.248 -3.306 1.345 0.3 0.0 0.0
H 0.877 1.152 -4.302 0.0 -0.2 0.5
```
Forces are in eV/Å.

***

(5)
DFT (wB97M-V/def2-TZVPD) results for a gas-phase ion, C6H11N4 (charge +1) at a distorted geometry.

Values from the calculation:
**ΔE to the lowest compared entry with this formula, charge and spin**: 211.2 kJ/mol
**Orbital gap**: 0.35506 Ha
**SMILES**: C[N+](C)=C(N)n1cccn1
**Charge**: +1
**HOMO energy**: -13.75 eV

```
21
Properties=species:S:1:pos:R:3:forces:R:3
N 0.571 -1.707 -1.187 -0.2 2.7 0.7
N 0.342 0.428 1.582 0.3 0.9 0.7
N 0.135 0.661 -1.196 0.8 -1.0 0.0
N -0.227 -0.524 0.794 0.1 -0.6 0.4
C -0.889 -1.013 2.876 2.0 0.5 -2.3
C 0.135 -0.501 -0.550 1.6 -1.2 -2.5
C -0.004 0.154 2.818 -1.8 -0.5 0.0
C -0.887 -1.463 1.580 -1.8 -1.0 -1.7
C 1.175 0.851 -2.306 -1.4 -3.1 0.7
C -0.700 1.762 -0.719 -1.3 2.2 0.5
H -1.277 -1.517 3.707 -0.6 -0.4 1.0
H 2.117 0.768 -1.805 0.7 0.1 0.2
H -0.272 2.172 0.275 -0.8 -0.4 -1.9
H -1.458 -2.259 0.962 1.0 1.2 1.7
H -1.815 1.392 -0.492 2.6 0.8 -0.7
H 0.286 -2.497 -0.667 0.3 -1.1 0.4
H 1.166 -1.879 -2.047 -1.4 0.8 1.6
H 1.099 1.819 -2.746 -0.5 0.3 -0.6
H 1.070 -0.098 -2.975 0.1 2.4 0.5
H -0.696 2.606 -1.567 -0.2 -2.0 2.1
H 0.130 0.845 3.666 0.6 -0.5 -0.8
```
Forces are in eV/Å.

***

(6)
DFT (wB97M-V/def2-TZVPD) results for 2 unconnected molecules or ions with the total composition C4H12 at a distorted geometry.

Values from the calculation:
**ΔE to the lowest compared entry with this formula, charge and spin**: 48.2 kJ/mol
**Orbital gap (spin up / spin down)**: 0.10220 / 0.45037 Ha
**<S²>**: 0.75
**Charge**: -1
**HOMO energy (spin up / spin down)**: 1.55 / -7.72 eV
**Multiplicity**: 2

```
16
Properties=species:S:1:pos:R:3:forces:R:3
C -1.646 -2.005 1.264 0.3 -0.4 -0.4
C 0.713 1.422 -0.884 -0.4 0.7 0.9
C 1.796 2.319 -0.282 1.9 -1.0 -0.2
C -0.963 -1.690 -0.067 0.5 0.2 -0.5
H 1.735 2.587 0.774 -0.8 0.6 -0.3
H 2.070 3.112 -0.975 -0.3 0.6 0.4
H -2.728 -1.974 1.168 -0.2 0.4 0.2
H -0.040 1.245 -0.116 0.0 -0.5 0.0
H -1.255 -1.366 2.059 -0.4 0.0 0.0
H -0.744 -2.579 -0.662 -0.2 -0.2 0.1
H -1.514 -1.014 -0.723 -0.3 0.0 0.1
H 2.753 1.758 -0.214 -0.3 -0.1 -0.3
H 1.109 0.480 -1.241 -0.1 -0.2 -0.1
H 0.001 -1.183 0.038 -0.1 -0.1 0.4
H -1.454 -3.047 1.533 0.3 0.0 0.2
H 0.165 1.935 -1.671 0.1 0.0 -0.3
```
Forces are in eV/Å.

***

For the records above, the corresponding energy values read -1694.74307 -1179.15716 -361.78002 -2850.51437 -453.93782 -159.51179 a.u..